1.
Density functional theory data (the ωB97M-V functional and the def2-TZVPD basis) for a 2-piece molecular cluster, C3H12FN3 overall in a non-equilibrium geometry.

Computed properties:
Kohn-Sham gap = 10.9 eV
largest force on an atom = 3.64 eV/A
net charge = +2

Element x y z (Å)
1 C 2.589 0.631 0.354
2 C 1.056 0.782 0.616
3 C -2.182 0.032 -0.228
4 N -3.131 0.837 0.104
5 N 2.865 -0.430 -0.669
6 N -2.668 -1.426 -0.356
7 F 0.440 -0.275 1.310
8 H 2.834 1.665 -0.072
9 H 3.196 0.503 1.262
10 H 0.447 0.836 -0.279
11 H 0.994 1.734 1.092
12 H -4.176 0.573 0.073
13 H -2.851 1.719 0.448
14 H 2.315 -0.112 -1.511
15 H 2.605 -1.332 -0.282
16 H 3.815 -0.513 -0.933
17 H -3.721 -1.489 -0.291
18 H -2.244 -1.775 0.542
19 H -2.184 -1.960 -1.181

How is the electron density shared among the atoms? According to Löwdin, the charges in e are: atom 1 (C): -0.098, atom 2 (C): -0.173, atom 3 (C): -0.069, atom 4 (N): 0.140, atom 5 (N): 0.210, atom 6 (N): 0.146, atom 7 (F): -0.069, atom 8 (H): 0.169, atom 9 (H): 0.149, atom 10 (H): 0.088, atom 11 (H): 0.121, atom 12 (H): 0.183, atom 13 (H): 0.114, atom 14 (H): 0.202, atom 15 (H): 0.175, atom 16 (H): 0.157, atom 17 (H): 0.170, atom 18 (H): 0.172, atom 19 (H): 0.213

2.
Density functional theory data (the ωB97M-V functional and the def2-TZVPD basis) for one molecule with the formula C4H8O2.

Computed properties:
Kohn-Sham gap = 10.4 eV
largest force on an atom = 0.44 eV/A
structure (SMILES) = COCC(C)=O
net charge = 0

Element x y z (Å)
1 C -1.690 0.632 -0.169
2 O -1.018 0.131 0.965
3 C -0.217 -0.994 0.731
4 C 1.071 -0.771 -0.061
5 C 1.537 0.640 -0.330
6 O 1.695 -1.742 -0.430
7 H -1.990 -0.170 -0.859
8 H -2.588 1.144 0.183
9 H -1.072 1.355 -0.719
10 H 0.097 -1.362 1.715
11 H -0.775 -1.810 0.245
12 H 2.627 0.645 -0.400
13 H 1.182 1.341 0.431
14 H 1.141 0.963 -1.302

How is the electron density shared among the atoms? According to Löwdin, the charges in e are: atom 1 (C): -0.104, atom 2 (O): -0.186, atom 3 (C): -0.166, atom 4 (C): -0.414, atom 5 (C): -0.010, atom 6 (O): 0.074, atom 7 (H): 0.097, atom 8 (H): 0.091, atom 9 (H): 0.077, atom 10 (H): 0.142, atom 11 (H): 0.135, atom 12 (H): 0.088, atom 13 (H): 0.086, atom 14 (H): 0.089

3.
Density functional theory data (the ωB97M-V functional and the def2-TZVPD basis) for C21H12Br2F3N4O5STl as an isolated structure in a non-equilibrium geometry.

Computed properties:
Kohn-Sham gap = 6.3 eV
largest force on an atom = 2.76 eV/A
net charge = -2

Element x y z (Å)
1 Tl 1.405 -1.625 -0.256
2 O 2.410 -3.831 6.026
3 C 1.110 -3.602 5.882
4 O 0.322 -3.889 6.757
5 C 0.646 -3.021 4.622
6 C -0.664 -2.900 4.296
7 N -0.698 -2.489 3.039
8 N 0.535 -2.412 2.487
9 C 1.404 -2.734 3.429
10 C 2.870 -2.628 3.111
11 O 3.674 -2.972 4.064
12 O 3.176 -2.334 1.955
13 H 2.927 -3.360 5.214
14 H -1.559 -3.164 4.880
15 H -1.478 -2.353 2.366
16 F -4.629 -0.177 -1.034
17 C -4.357 0.122 0.268
18 F -5.072 1.255 0.537
19 F -4.797 -0.875 1.087
20 C -2.891 0.487 0.464
21 C -2.600 1.848 0.554
22 C -1.279 2.226 0.745
23 C -0.329 1.220 0.724
24 N -0.570 -0.050 0.503
25 C -1.890 -0.462 0.401
26 S -2.110 -2.174 0.195
27 H -3.374 2.639 0.494
28 H -1.001 3.230 0.848
29 H 0.782 1.375 0.823
30 C -1.694 -0.569 -2.959
31 C -0.648 0.466 -3.244
32 C -0.854 1.432 -4.297
33 C 0.064 2.427 -4.478
34 C 1.198 2.492 -3.657
35 C 2.218 3.465 -3.883
36 Br 2.044 4.895 -5.144
37 C 3.359 3.405 -3.106
38 C 3.575 2.381 -2.235
39 Br 5.176 2.346 -1.190
40 C 2.594 1.332 -1.933
41 O 2.735 0.406 -1.065
42 C 1.381 1.406 -2.744
43 N 0.444 0.457 -2.537
44 H -2.177 -0.970 -3.852
45 H -2.487 -0.109 -2.326
46 H -1.156 -1.360 -2.428
47 H -1.703 1.386 -4.941
48 H -0.152 3.167 -5.233
49 H 4.121 4.193 -3.228

How is the electron density shared among the atoms? According to Löwdin, the charges in e are: atom 1 (Tl): 0.890, atom 2 (O): 0.057, atom 3 (C): -0.552, atom 4 (O): 0.033, atom 5 (C): -0.095, atom 6 (C): -0.048, atom 7 (N): -0.008, atom 8 (N): 0.058, atom 9 (C): -0.127, atom 10 (C): -0.587, atom 11 (O): -0.038, atom 12 (O): -0.095, atom 13 (H): 0.042, atom 14 (H): 0.140, atom 15 (H): 0.032, atom 16 (F): 0.100, atom 17 (C): -0.550, atom 18 (F): 0.071, atom 19 (F): 0.093, atom 20 (C): -0.169, atom 21 (C): -0.018, atom 22 (C): -0.066, atom 23 (C): -0.162, atom 24 (N): -0.062, atom 25 (C): -0.730, atom 26 (S): 0.509, atom 27 (H): 0.125, atom 28 (H): 0.076, atom 29 (H): 0.129, atom 30 (C): -0.043, atom 31 (C): -0.320, atom 32 (C): -0.017, atom 33 (C): -0.067, atom 34 (C): -0.199, atom 35 (C): -0.646, atom 36 (Br): 0.660, atom 37 (C): -0.239, atom 38 (C): -0.609, atom 39 (Br): 0.681, atom 40 (C): -0.414, atom 41 (O): -0.280, atom 42 (C): -0.144, atom 43 (N): 0.150, atom 44 (H): 0.076, atom 45 (H): 0.075, atom 46 (H): 0.039, atom 47 (H): 0.091, atom 48 (H): 0.067, atom 49 (H): 0.091

4.
Density functional theory data (the ωB97M-V functional and the def2-TZVPD basis) for a 11-piece molecular cluster, C27H73N3O11 overall in a non-equilibrium geometry.

Computed properties:
Kohn-Sham gap = 8.0 eV
largest force on an atom = 3.62 eV/A
structure (SMILES) = CC1(C)CCCC(C)(C)N1O.CC1(C)CCCC(C)(C)N1O.CC1(C)CCCC(C)(C)N1O.O.O.O.O.O.O.O.O
net charge = 0

Element x y z (Å)
1 C 19.838 -16.027 -12.323
2 C 21.298 -15.604 -12.325
3 C 22.171 -16.716 -12.996
4 C 21.393 -14.159 -12.987
5 C 22.842 -13.602 -12.762
6 C 23.029 -13.355 -11.149
7 C 22.872 -14.747 -10.406
8 C 24.192 -15.574 -10.546
9 C 22.778 -14.389 -8.927
10 N 21.711 -15.488 -10.914
11 O 21.420 -16.650 -10.161
12 H 19.804 -16.995 -11.822
13 H 19.443 -15.256 -11.662
14 H 19.421 -15.879 -13.319
15 H 21.881 -17.709 -12.652
16 H 22.172 -16.788 -14.084
17 H 23.218 -16.599 -12.716
18 H 21.193 -14.205 -14.057
19 H 20.647 -13.465 -12.600
20 H 23.515 -14.149 -13.422
21 H 22.981 -12.575 -13.100
22 H 22.382 -12.585 -10.728
23 H 24.005 -12.942 -10.893
24 H 24.316 -16.506 -9.995
25 H 24.919 -14.953 -10.023
26 H 24.665 -15.661 -11.524
27 H 22.810 -15.282 -8.302
28 H 21.780 -13.959 -8.843
29 H 23.441 -13.567 -8.657
30 H 20.473 -16.527 -10.061
31 C 15.131 -21.246 -8.303
32 C 14.282 -20.429 -9.256
33 C 13.125 -21.305 -9.810
34 C 13.672 -19.218 -8.430
35 C 14.757 -18.142 -8.190
36 C 15.413 -17.721 -9.529
37 C 16.038 -18.847 -10.368
38 C 16.094 -18.238 -11.741
39 C 17.486 -19.045 -9.935
40 N 15.053 -20.027 -10.465
41 O 15.704 -21.058 -11.157
42 H 16.014 -20.753 -7.896
43 H 14.514 -21.720 -7.540
44 H 15.701 -22.092 -8.686
45 H 12.370 -21.331 -9.024
46 H 12.672 -20.834 -10.683
47 H 13.256 -22.334 -10.144
48 H 12.778 -18.765 -8.859
49 H 13.408 -19.583 -7.438
50 H 14.282 -17.249 -7.784
51 H 15.446 -18.479 -7.416
52 H 16.049 -16.841 -9.430
53 H 14.553 -17.262 -10.017
54 H 15.143 -18.016 -12.225
55 H 16.438 -19.009 -12.431
56 H 16.743 -17.364 -11.693
57 H 17.540 -19.208 -8.858
58 H 18.276 -18.342 -10.200
59 H 17.895 -19.921 -10.439
60 H 15.486 -20.815 -12.059
61 C 9.889 -25.059 -7.836
62 C 9.732 -24.178 -6.559
63 C 10.019 -25.005 -5.304
64 C 10.726 -22.995 -6.554
65 C 10.350 -21.807 -5.675
66 C 8.954 -21.343 -5.891
67 C 7.877 -22.487 -5.698
68 C 7.740 -22.737 -4.204
69 C 6.616 -21.890 -6.319
70 N 8.250 -23.768 -6.450
71 O 7.349 -24.838 -6.278
72 H 9.517 -24.385 -8.607
73 H 10.889 -25.408 -8.097
74 H 9.229 -25.926 -7.870
75 H 9.254 -25.774 -5.201
76 H 10.951 -25.568 -5.268
77 H 10.033 -24.405 -4.394
78 H 11.562 -23.401 -5.984
79 H 10.928 -22.767 -7.600
80 H 10.662 -21.875 -4.632
81 H 11.058 -21.004 -5.879
82 H 8.895 -20.953 -6.907
83 H 8.676 -20.626 -5.118
84 H 8.674 -23.094 -3.769
85 H 7.040 -23.563 -4.081
86 H 7.405 -21.882 -3.617
87 H 6.299 -20.982 -5.806
88 H 5.754 -22.552 -6.411
89 H 6.771 -21.524 -7.334
90 H 6.954 -24.841 -7.152
91 O 17.448 -23.096 -13.224
92 H 16.781 -22.421 -13.353
93 H 16.950 -23.904 -13.100
94 O 15.662 -21.194 -14.294
95 H 15.169 -20.520 -14.761
96 H 16.460 -21.310 -14.811
97 O 11.821 -24.407 -12.879
98 H 11.975 -23.826 -12.135
99 H 11.904 -25.289 -12.517
100 O 10.979 -19.092 -12.377
101 H 10.489 -18.745 -13.122
102 H 11.203 -18.321 -11.856
103 O 10.772 -21.877 -12.248
104 H 11.319 -21.838 -13.034
105 H 10.758 -20.978 -11.921
106 O 19.075 -19.056 -13.053
107 H 18.795 -19.859 -12.613
108 H 19.704 -18.659 -12.450
109 O 18.154 -22.139 -9.190
110 H 18.193 -21.584 -8.411
111 H 17.307 -21.938 -9.586
112 O 15.421 -24.094 -6.680
113 H 15.446 -25.046 -6.769
114 H 14.632 -23.829 -7.154

Löwdin atomic charge list, values in e, 99 entries: atom 1 (C): -0.040, atom 2 (C): -0.484, atom 3 (C): -0.010, atom 4 (C): -0.114, atom 5 (C): -0.134, atom 6 (C): -0.084, atom 7 (C): -0.500, atom 8 (C): -0.046, atom 9 (C): -0.054, atom 10 (N): -0.130, atom 11 (O): -0.007, atom 12 (H): 0.043, atom 13 (H): 0.093, atom 14 (H): 0.105, atom 15 (H): 0.071, atom 16 (H): 0.083, atom 17 (H): 0.056, atom 18 (H): 0.109, atom 19 (H): 0.110, atom 20 (H): 0.100, atom 21 (H): 0.087, atom 22 (H): 0.108, atom 23 (H): 0.103, atom 24 (H): 0.084, atom 25 (H): 0.070, atom 26 (H): 0.067, atom 27 (H): 0.084, atom 28 (H): 0.083, atom 29 (H): 0.086, atom 30 (H): 0.081, atom 31 (C): -0.046, atom 32 (C): -0.453, atom 33 (C): -0.025, atom 34 (C): -0.108, atom 35 (C): -0.176, atom 36 (C): -0.142, atom 37 (C): -0.475, atom 38 (C): -0.061, atom 39 (C): -0.030, atom 40 (N): -0.076, atom 41 (O): -0.014, atom 42 (H): 0.080, atom 43 (H): 0.079, atom 44 (H): 0.064, atom 45 (H): 0.067, atom 46 (H): 0.061, atom 47 (H): 0.081, atom 48 (H): 0.112, atom 49 (H): 0.108, atom 50 (H): 0.105, atom 51 (H): 0.101, atom 52 (H): 0.121, atom 53 (H): 0.109, atom 54 (H): 0.088, atom 55 (H): 0.060, atom 56 (H): 0.091, atom 57 (H): 0.079, atom 58 (H): 0.074, atom 59 (H): 0.064, atom 60 (H): 0.063, atom 61 (C): -0.030, atom 62 (C): -0.461, atom 63 (C): -0.057, atom 64 (C): -0.120, atom 65 (C): -0.207, atom 66 (C): -0.138, atom 67 (C): -0.471, atom 68 (C): -0.038, atom 69 (C): -0.054, atom 70 (N): -0.103, atom 71 (O): -0.023, atom 72 (H): 0.079, atom 73 (H): 0.080, atom 74 (H): 0.074, atom 75 (H): 0.080, atom 76 (H): 0.082, atom 77 (H): 0.067, atom 78 (H): 0.112, atom 79 (H): 0.104, atom 80 (H): 0.113, atom 81 (H): 0.102, atom 82 (H): 0.119, atom 83 (H): 0.120, atom 84 (H): 0.063, atom 85 (H): 0.084, atom 86 (H): 0.086, atom 87 (H): 0.083, atom 88 (H): 0.078, atom 89 (H): 0.077, atom 90 (H): 0.102, atom 91 (O): -0.043, atom 92 (H): -0.032, atom 93 (H): 0.041, atom 94 (O): -0.034, atom 95 (H): 0.061, atom 96 (H): 0.054, atom 97 (O): -0.057, atom 98 (H): 0.000, atom 99 (H): 0.030

- Which of these has the lowest Kohn-Sham gap?
  C21H12Br2F3N4O5STl

- Number 1 is which compound?
  C3H12FN3

- Which value of Kohn-Sham gap does entry 1 give?
  10.9 eV